1.
The following is a quantum chemistry calculation of an isolated molecule of C22H17N5OS2, from the Open Molecules 2025 dataset.

Positions of all 47 atoms, in Å:
C -6.892375 -1.007836 0.888624
C -5.764040 -1.769067 1.154195
C -4.506015 -1.257343 0.902490
C -4.374511 0.028107 0.380262
C -5.508701 0.791044 0.112822
C -6.762937 0.270034 0.368340
H -7.643285 0.860515 0.161655
H -5.386629 1.783281 -0.292766
C -3.061501 0.577226 0.112442
N -1.935084 -0.048563 0.340005
O -0.960991 0.813719 -0.048143
C -1.576699 1.917624 -0.488701
N -2.865602 1.830416 -0.407635
C -0.800105 3.060918 -1.012959
H -1.291343 3.998003 -0.757754
H -0.685690 2.973004 -2.095544
S 0.877305 3.079607 -0.302326
C 1.447123 1.667490 -1.148537
N 1.060278 1.300936 -2.337739
N 1.659942 0.135924 -2.612066
C 2.393085 -0.207440 -1.593143
N 2.303943 0.746946 -0.608360
C 2.941151 0.822759 0.642608
C 3.592721 1.997979 0.999188
C 4.214919 2.086567 2.230701
C 4.193496 1.009916 3.101598
C 3.537534 -0.156153 2.743913
C 2.905011 -0.255071 1.518095
H 2.373746 -1.153812 1.247925
H 3.509040 -0.993973 3.423999
H 4.683283 1.081602 4.060826
H 4.719427 2.999578 2.507583
H 3.610307 2.831053 0.312149
C 3.185403 -1.458661 -1.502140
C 2.401876 -2.542110 -0.822242
C 2.880821 -3.615121 -0.135426
C 1.854942 -4.446400 0.368379
C 0.616947 -3.987412 0.058393
S 0.668443 -2.534324 -0.859518
H -0.333799 -4.410965 0.313250
H 2.038158 -5.340837 0.936372
H 3.929781 -3.804356 0.009781
H 3.425727 -1.766301 -2.524408
H 4.116923 -1.282026 -0.956997
H -3.615421 -1.832570 1.101240
H -5.869255 -2.764874 1.558942
H -7.874073 -1.412255 1.087336

Forces on atoms 1 to 3 (eV/Å):
-0.1 0.0 0.0
0.0 -0.1 0.0
0.0 0.2 -0.1

* frontier orbital gap: 9.30 eV
* ΔE to the lowest compared entry with this formula, charge and spin: 0.00 kJ/mol
* structure (SMILES): c1ccc(-c2noc(CSc3nnc(Cc4cccs4)n3-c3ccccc3)n2)cc1
* charge: 0



2.
The following is a quantum chemistry calculation of a structure of composition C22H18AsN4OPdS6, from the Open Molecules 2025 dataset.

Positions of all 53 atoms, in Å:
Pd -2.124786 0.743503 1.470002
C -0.020751 -2.310274 1.985438
C 0.262372 -0.937789 1.434932
N -0.441446 -0.548746 0.422824
N 0.224132 0.312069 -0.454286
C -0.332516 1.342538 -0.949303
S -1.840761 2.103593 -0.542716
S 0.611142 2.211481 -2.195140
C 2.310316 1.907916 -1.608212
C 3.023852 0.776233 -2.303571
C 2.979143 -0.519113 -1.791739
C 3.625195 -1.558186 -2.447952
C 4.326435 -1.321288 -3.624684
C 4.387803 -0.031067 -4.134542
C 3.740903 1.007523 -3.474661
C 1.303425 -0.090835 1.971146
C 2.582152 -0.569868 2.291189
C 3.610244 0.283140 2.621200
C 3.339021 1.663195 2.650173
C 2.076143 2.158663 2.419748
C 0.977706 1.297636 2.130325
O -0.217728 1.770918 2.086260
H 0.007473 -3.044044 1.179285
H 0.712984 -2.575296 2.746179
H -1.006891 -2.371533 2.448047
H 2.829183 2.851040 -1.780531
H 2.237695 1.733747 -0.534843
H 2.422055 -0.698968 -0.878956
H 3.583741 -2.559835 -2.035779
H 4.818829 -2.136018 -4.142114
H 4.942952 0.168514 -5.043704
H 3.788680 2.016252 -3.876248
H 2.776685 -1.637105 2.217306
H 4.605025 -0.093594 2.823621
H 4.146337 2.356214 2.864984
H 1.866132 3.221069 2.474747
S -5.956371 -0.097610 3.378182
As -4.149323 0.867861 3.811429
S -3.596495 2.505464 2.564828
S -2.485899 -0.536830 3.611207
S -4.500115 1.404338 5.849999
N -4.810224 -1.948437 -4.536176
C -4.621635 -1.604350 -3.457088
C -4.410557 -1.171433 -2.086412
C -3.712722 -1.971932 -1.202383
C -3.529376 -1.509193 0.088304
N -3.966703 -0.322163 0.512925
C -4.661592 0.418002 -0.345295
C -4.914261 0.038492 -1.649752
H -3.311916 -2.927235 -1.510087
H -3.012084 -2.110638 0.819125
H -5.022757 1.360014 0.046307
H -5.470844 0.683963 -2.313538

Forces on atoms 1 to 3 (eV/Å):
0.6 0.4 0.0
0.0 0.1 0.2
0.1 -0.3 0.3

* 2S+1: 5
* frontier orbital gap (spin up / spin down): 6.49 / 3.75 eV
* ΔE to the lowest compared entry with this formula, charge and spin: 124.56 kJ/mol
* charge: -1